(1)
Computed, not measured: a structure of composition C20H20I2KNO2Se2, with ωB97M-V/def2-TZVPD.

Last column: Mulliken charge in e.
CARTESIAN COORDINATES (ANGSTROEM)
K -0.6788 0.1313 0.1452  0.698
I 2.9958 0.4751 -0.4786  0.015
C 2.9606 2.5919 -0.2453  -0.156
C 4.1670 3.2245 -0.1359  -0.660
C 4.1958 4.6266 0.0081  -0.382
C 3.0250 5.3307 0.0500  -0.820
C 1.7741 4.6741 -0.0429  1.075
C 0.5613 5.3912 0.0459  -0.778
C -0.6328 4.7243 -0.0241  -0.852
C -0.6623 3.3258 -0.2122  -0.110
C 0.4756 2.5428 -0.3253  -1.139
C 1.7088 3.2502 -0.2124  1.011
H 5.0930 2.6649 -0.1509  0.323
H 5.1492 5.1367 0.0915  0.336
H 3.0321 6.4112 0.1648  0.284
H 0.6004 6.4681 0.1852  0.264
H -1.5645 5.2754 0.0732  0.358
H -1.6461 2.8567 -0.2698  0.285
O -2.5312 -2.1570 4.1713  -0.456
C -3.2423 -0.9479 4.3267  -1.294
C -3.1079 0.0679 3.1706  2.289
C -4.3110 1.0198 3.3661  -1.382
O -4.2094 2.2817 2.7437  -0.490
C -3.2068 -0.6907 1.8436  -1.025
Se -3.7222 0.3390 0.2408  -0.741
C -1.8117 0.8817 3.2798  -1.093
Se -0.1245 -0.1068 3.5924  -0.681
H -1.5910 -1.8856 4.0292  0.277
H -2.9478 -0.4357 5.2580  0.279
H -4.3001 -1.2279 4.4226  0.450
H -4.4286 1.2170 4.4392  0.471
H -5.2148 0.4944 3.0181  0.285
H -4.1094 2.0859 1.7875  0.307
H -3.9436 -1.4899 1.9313  0.400
H -2.2462 -1.1606 1.6243  0.092
H -1.9043 1.5908 4.1025  0.458
H -1.6514 1.4553 2.3663  0.144
I -2.8401 -3.4270 -1.6178  0.077
C -1.0236 -3.9138 -0.6651  0.030
C -0.7774 -5.2270 -0.2955  -0.457
C 0.4295 -5.4983 0.3312  -0.237
C 1.3144 -4.4561 0.5656  -0.659
C 0.9541 -3.1810 0.1668  0.022
N -0.1976 -2.9127 -0.4515  -0.123
H -1.5104 -5.9992 -0.4749  0.350
H 0.6623 -6.5082 0.6445  0.365
H 2.2584 -4.6261 1.0647  0.370
H 1.5963 -2.3294 0.3635  0.220

Output
frontier orbital gap: 4.65 eV
spin multiplicity: 1
charge: -2

=====

(2)
Computed, not measured: a structure of composition C20H20I2N4O5W, with ωB97M-V/def2-TZVPD.

Last column: Mulliken charge in e.
CARTESIAN COORDINATES (ANGSTROEM)
W -0.0301 -0.2267 -0.0835  1.396
O -1.6840 -0.2416 -1.3061  -0.476
C -2.6350 0.6817 -1.2895  0.497
C -3.9720 0.3044 -1.4491  -0.593
C -4.9519 1.2657 -1.4040  -0.558
C -4.6360 2.6333 -1.2527  -0.788
C -3.3300 3.0214 -1.1650  -0.736
C -2.3016 2.0517 -1.1633  0.507
C -0.9515 2.4133 -1.3402  -0.282
N 0.0626 1.6009 -1.1713  -0.272
C 1.3269 1.9594 -1.8531  -0.639
C 1.9050 0.6223 -2.2771  -0.778
N 1.9409 -0.1114 -0.9949  -0.103
C 3.1099 -0.1674 -0.4189  -0.405
C 3.3465 -0.2209 0.9760  0.747
C 4.6538 -0.3813 1.4713  -0.638
C 4.9096 -0.2254 2.8111  -0.842
C 3.8663 0.1398 3.6722  -0.563
C 2.5813 0.3377 3.2013  -0.736
C 2.3148 0.1362 1.8555  0.323
O 1.0571 0.3062 1.4147  0.027
H -4.2067 -0.7459 -1.5592  0.505
H -5.9895 0.9701 -1.4867  0.453
H -5.4302 3.3657 -1.2274  0.466
H -3.0642 4.0680 -1.0825  0.481
H -0.7348 3.4089 -1.7231  0.702
H 2.0061 2.4613 -1.1607  0.274
H 1.1305 2.6105 -2.7032  0.665
H 2.8994 0.7107 -2.7126  0.609
H 1.2437 0.1363 -2.9958  0.113
H 3.9806 -0.0661 -1.0663  0.477
H 5.4484 -0.6316 0.7785  0.443
H 5.9087 -0.3626 3.1990  0.476
H 4.0680 0.2785 4.7261  0.463
H 1.7745 0.6309 3.8594  0.524
N 0.0368 -2.0059 -1.4482  -0.491
C -1.0136 -3.0127 -1.1346  -0.778
C -1.8407 -2.5351 0.0305  0.595
O -2.9600 -2.9050 0.2181  -0.526
N -1.1159 -1.6471 0.8602  0.188
C -1.8771 -1.1870 2.0251  -0.863
C -2.2598 0.2566 1.7272  0.524
O -3.2003 0.8685 2.0831  -0.487
O -1.2425 0.7968 0.9629  -0.555
H -0.1424 -1.6287 -2.3754  0.354
H 0.9585 -2.4353 -1.4588  0.380
H -0.5448 -3.9539 -0.8504  0.366
H -1.6630 -3.1836 -1.9878  0.378
H -1.2493 -1.1820 2.9185  0.279
H -2.7556 -1.8021 2.1935  0.553
I 1.4317 -3.0094 1.4550  0.361
I 3.8209 -4.1680 1.7019  -0.016

Output
frontier orbital gap: 6.06 eV
spin multiplicity: 1
energy relative to the best compared isomer or geometry (same formula, charge and spin): 25.55 kcal/mol
charge: +2

=====

(3)
Computed, not measured: a structure of composition C20H20IN3O3Pd, with ωB97M-V/def2-TZVPD.

Last column: Mulliken charge in e.
CARTESIAN COORDINATES (ANGSTROEM)
Pd -1.9775 -1.0588 0.4534  -0.823
I -4.1161 -0.0996 1.7406  -0.630
C -0.9244 -1.4544 2.1299  -0.116
C -0.8027 -1.3899 3.4973  -0.343
C 0.2597 -2.0904 4.1253  -0.273
C 1.1904 -2.8347 3.4350  -0.881
C 1.1059 -2.9227 2.0230  0.208
C 1.9456 -3.6123 1.1144  -0.773
C 1.6738 -3.5511 -0.2341  -0.446
C 0.5667 -2.8503 -0.7752  -0.273
C -0.2920 -2.1814 0.0655  -0.199
C 0.0301 -2.2318 1.4399  1.422
H -1.4916 -0.8272 4.1199  0.301
H 0.3307 -2.0422 5.2102  0.328
H 1.9857 -3.3513 3.9681  0.316
H 2.8021 -4.1751 1.4792  0.308
H 2.3473 -4.0558 -0.9242  0.311
H 0.4379 -2.8466 -1.8556  0.381
C -4.0214 -4.2973 -1.3927  -0.931
C -3.4870 -2.9481 -1.3301  0.557
N -3.0219 -1.9116 -1.1796  -0.408
H -3.1942 -5.0074 -1.3777  0.266
H -4.6101 -4.4466 -2.2972  0.305
H -4.6483 -4.4731 -0.5187  0.266
C 0.1749 3.1703 1.4627  -1.095
C 1.3714 3.3414 0.5240  -1.339
C 1.1063 2.8649 -0.9250  2.543
C 2.3701 3.0705 -1.7701  -1.318
C 2.2173 2.5382 -3.1937  -1.279
C -0.0087 3.7053 -1.5069  0.009
O 0.1531 4.8699 -1.8657  -0.744
N -1.1975 3.0820 -1.6036  0.050
C -1.4922 1.7197 -1.2171  0.246
O -2.6697 1.4103 -1.3056  -0.672
N -0.4862 0.9204 -0.8546  -0.002
C 0.7897 1.3427 -0.8299  -0.346
O 1.7528 0.5980 -0.6788  -0.703
H 0.4413 3.4713 2.4779  0.468
H -0.1499 2.1298 1.4965  0.150
H -0.6716 3.7755 1.1338  0.267
H 2.2119 2.7543 0.9013  0.403
H 1.6670 4.3956 0.4904  0.373
H 3.1850 2.5413 -1.2756  0.421
H 2.6006 4.1384 -1.7975  0.439
H 1.9286 1.4871 -3.1699  0.280
H 3.1587 2.6276 -3.7416  0.451
H 1.4503 3.0950 -3.7372  0.273
H -1.9915 3.6103 -1.9299  0.255

Output
frontier orbital gap: 5.75 eV
spin multiplicity: 1
energy relative to the best compared isomer or geometry (same formula, charge and spin): 0.00 kcal/mol
charge: -2

=====

(4)
Computed, not measured: a structure of composition C20H20N2O2PPt, with ωB97M-V/def2-TZVPD.

Last column: Mulliken charge in e.
CARTESIAN COORDINATES (ANGSTROEM)
Pt 0.4639 0.0837 0.9548  0.850
C 3.5275 2.3944 0.6685  -0.461
C 2.2292 2.7429 0.9760  -0.770
C 1.1763 2.1681 0.2506  -0.748
C 1.4601 1.1676 -0.7459  0.791
C 2.8198 0.8020 -1.0106  -0.469
C 3.8195 1.4475 -0.3439  -0.633
P 0.0855 0.2727 -1.3980  1.046
C -1.0845 1.0134 -2.4156  0.731
C -0.9015 2.3507 -2.8320  -0.265
C -1.8191 2.9076 -3.6950  -0.813
C -2.9111 2.1538 -4.1256  -0.419
C -3.1035 0.8377 -3.7019  -0.782
C -2.2027 0.2596 -2.8359  -0.502
C 0.4626 -1.4133 -1.3395  0.614
C 0.3645 -2.5018 -2.2157  -0.688
C 0.8834 -3.7000 -1.7711  -0.691
C 1.4602 -3.8105 -0.4987  -0.547
C 1.5345 -2.7431 0.3938  -0.517
C 0.9986 -1.5505 -0.0424  -0.160
H 4.3485 2.8652 1.1949  0.488
H 2.0149 3.4841 1.7337  0.516
H 0.1997 2.6456 0.2753  0.584
H 3.0405 0.0544 -1.7616  0.512
H 4.8524 1.2343 -0.5863  0.492
H -0.0351 2.9182 -2.5153  0.436
H -1.6873 3.9212 -4.0478  0.457
H -3.6261 2.5995 -4.8056  0.444
H -3.9598 0.2769 -4.0501  0.454
H -2.3505 -0.7559 -2.4877  0.432
H -0.0605 -2.3991 -3.2058  0.576
H 0.8637 -4.5669 -2.4180  0.467
H 1.8582 -4.7694 -0.1899  0.462
H 1.9651 -2.8613 1.3783  0.573
C -1.5341 -2.0820 5.3860  -0.828
O -0.5146 -1.9792 4.3405  -0.295
C -0.5361 -1.0583 3.4524  0.991
O 0.4467 -1.0283 2.6407  -0.513
N -1.5249 -0.1392 3.4040  -0.037
N -1.5340 0.8338 2.3777  -0.659
H -1.2640 -2.9717 5.9420  0.245
H -2.5153 -2.2123 4.9312  0.396
H -1.4794 -1.2060 6.0299  0.408
H -2.2943 -0.1710 4.0595  0.240
H -1.5393 1.7608 2.7998  0.303
H -2.3973 0.7240 1.8504  0.288

Output
frontier orbital gap: 6.68 eV
spin multiplicity: 1
energy relative to the best compared isomer or geometry (same formula, charge and spin): 0.00 kcal/mol
charge: +3

=====

(5)
Computed, not measured: the molecule C20H20N2O4S, with ωB97M-V/def2-TZVPD.

Last column: Mulliken charge in e.
CARTESIAN COORDINATES (ANGSTROEM)
C 1.5297 2.6936 -1.7385  -1.567
C 1.8961 1.4131 -1.0532  0.952
C 1.6129 0.1895 -1.6533  -0.673
C 1.9368 -0.9974 -1.0226  -0.556
C 2.5362 -0.9813 0.2252  -0.723
C 2.8343 0.2303 0.8364  0.284
C 3.4893 0.2702 2.1718  -1.292
S 2.6737 1.4554 3.3104  1.105
O 3.1083 2.7900 2.9992  -0.646
O 2.8953 0.9815 4.6478  -0.649
C 0.8489 1.3948 2.9988  -0.998
C 0.4249 0.0189 2.7082  0.192
C 0.5473 -1.1336 3.4367  -0.375
C 0.0187 -2.1661 2.6345  -0.769
C -0.3898 -1.5762 1.4662  0.663
C -0.9998 -2.1743 0.2671  0.006
O -1.2995 -3.3507 0.1988  -0.698
N -1.1804 -1.2911 -0.7416  0.194
C -1.7387 -1.6680 -2.0219  -1.137
C -2.9135 -0.7900 -2.3508  0.490
C -4.2092 -1.1413 -1.9906  -0.492
C -5.2471 -0.2709 -2.2788  -0.386
C -4.9458 0.9273 -2.9099  -0.324
N -3.7172 1.2762 -3.2504  -0.630
C -2.7338 0.4388 -2.9781  -0.157
O -0.1422 -0.2422 1.5118  -0.261
C 2.5186 1.4188 0.1861  -0.280
H 1.9508 2.7223 -2.7422  0.386
H 0.4469 2.7791 -1.8319  0.298
H 1.8975 3.5506 -1.1810  0.391
H 1.1447 0.1738 -2.6273  0.524
H 1.7178 -1.9422 -1.4970  0.387
H 2.7780 -1.9096 0.7209  0.406
H 4.5109 0.6450 2.1183  0.610
H 3.4735 -0.6902 2.6788  0.370
H 0.4327 1.7790 3.9275  0.621
H 0.6326 2.0644 2.1725  0.307
H 0.9672 -1.2142 4.4181  0.610
H -0.0585 -3.2069 2.8708  0.572
H -0.8775 -0.3376 -0.6188  0.198
H -2.0402 -2.7145 -1.9298  0.546
H -0.9715 -1.5799 -2.8006  0.341
H -4.3947 -2.0833 -1.4948  0.436
H -6.2654 -0.5150 -2.0192  0.393
H -5.7189 1.6432 -3.1553  0.364
H -1.7464 0.7656 -3.2823  0.370
H 2.7667 2.3551 0.6643  0.597

Output
SMILES string: Cc1cccc(CS(=O)(=O)Cc2ccc(C(=O)NCc3cccnc3)o2)c1
frontier orbital gap: 9.54 eV
spin multiplicity: 1
energy relative to the best compared isomer or geometry (same formula, charge and spin): 22.16 kcal/mol

=====

Largest force on an atom for every record listed, in sequence, given in eV/Å: 0.60 1.69 1.14 0.75 1.20.